The following is a quantum chemistry calculation of 4 unconnected molecules or ions with the total composition C27H57B3O12 in a non-equilibrium geometry, from the Open Molecules 2025 dataset.

Properties
Strongest force on any atom   0.099 Eh/bohr
Total charge   0
E_tot   -55521.8212 eV
E_LUMO   0.380 eV

Geometry as XYZ:
```
99
Properties=species:S:1:pos:R:3:mulliken_charge:R:1
O -3.098 -2.988 3.541 -0.3703
O 2.787 -3.369 -1.251 -0.3772
O 3.953 2.718 -4.286 -0.5118
O 4.969 -3.991 -0.891 -0.5648
O -5.639 -8.021 -0.471 -0.3513
O -3.080 -1.137 2.180 -0.5701
O -4.290 -6.696 0.645 -0.3233
O 2.522 1.237 -2.639 -0.3456
O 4.895 1.860 -1.980 -0.5074
O -1.291 -2.564 2.368 -0.3295
O -4.258 -8.942 1.118 -0.5581
O 3.184 -5.184 -0.080 -0.3040
C -2.543 -2.126 2.655 0.7799
C -1.083 2.911 0.234 0.3031
C 3.229 -2.245 -2.021 0.2881
C 3.106 1.563 0.071 -0.1683
C 3.574 -2.669 -3.437 -1.2598
C -1.004 2.750 -1.404 0.0803
C -0.783 5.285 -2.493 -0.6592
C 2.897 6.948 0.189 -0.7020
C 3.204 3.479 2.065 -0.6613
C -7.250 -9.672 0.285 -1.0806
C -5.427 -3.180 2.883 -0.9149
C -3.324 -6.506 1.677 -0.5517
C -6.193 -9.314 -0.745 -0.1664
C -0.613 -1.778 1.392 -0.5713
C -1.729 3.971 -2.240 -0.4774
C -4.682 -7.985 0.488 0.7414
C -2.636 2.767 0.831 -0.1384
C 1.546 6.592 -2.099 -0.9171
C 3.788 6.062 1.258 -0.5617
C 2.755 5.056 2.038 -0.3676
C 3.767 -4.159 -0.750 0.6939
C -2.626 3.578 2.277 -0.9818
C 3.051 6.486 -1.376 0.1233
C 4.109 -6.133 0.447 -0.6506
C -4.444 -2.692 3.933 -0.2113
C 0.593 5.324 -1.585 0.5877
C 3.839 2.910 0.665 0.6258
B 4.839 2.860 -3.103 0.5021
B 3.489 1.529 -1.562 0.5923
B 2.656 2.257 -3.739 0.3801
H -2.465 -7.171 1.543 0.3593
H 2.211 2.854 2.285 0.2297
H -3.426 3.281 0.119 0.2293
H -0.571 3.877 0.653 -0.2415
H -8.005 -8.882 0.354 0.2891
H -5.407 -10.075 -0.800 0.3084
H 1.275 4.355 -1.726 -0.2697
H -6.656 -9.258 -1.736 0.2877
H 2.735 -3.205 -3.894 0.3498
H -2.014 3.527 -3.307 0.2902
H -2.769 4.736 2.148 0.2696
H 3.820 7.150 -2.001 0.3637
H -6.457 -3.043 3.223 0.3795
H -5.299 -2.637 1.941 0.2865
H 2.738 5.414 3.176 0.3136
H -3.502 3.155 2.931 0.3189
H 3.818 -1.800 -4.054 0.3305
H 1.634 2.701 -4.178 -0.0696
H 5.567 3.810 -3.106 -0.0891
H -1.075 -1.922 0.410 0.2862
H -1.428 6.234 -2.180 0.2175
H 3.390 5.375 -1.537 -0.3543
H 3.556 -6.828 1.084 0.2219
H 4.072 -1.741 -1.533 0.2687
H -0.473 1.989 0.685 -0.1782
H -7.742 -10.613 0.024 0.3484
H 1.626 5.146 1.678 0.0313
H 1.936 1.705 0.145 -0.3069
H 4.986 2.672 0.886 0.2631
H -4.568 -1.622 4.136 0.3140
H 4.875 -5.644 1.057 0.2993
H 2.399 -1.530 -2.046 0.1192
H -4.625 -3.221 4.875 0.3056
H 3.937 3.201 2.956 0.3067
H -3.788 -6.666 2.656 0.2980
H 0.424 -2.120 1.340 0.2501
H 1.761 7.001 0.522 0.3018
H 3.475 0.570 0.619 0.2895
H 0.369 5.540 -0.433 -0.0743
H -2.917 1.626 0.956 0.1676
H 4.734 5.549 0.796 0.3110
H -0.611 -0.718 1.666 0.2201
H -1.621 1.767 -1.667 0.4126
H -6.809 -9.778 1.281 0.3044
H 1.755 6.362 -3.249 0.3173
H -0.554 5.422 -3.649 0.2590
H 3.853 3.697 -0.221 -0.6084
H -1.553 3.414 2.755 0.2187
H -2.970 -5.473 1.625 0.0837
H -5.262 -4.240 2.664 0.1343
H 4.430 -3.351 -3.447 0.3529
H 4.568 -6.699 -0.370 0.2909
H 3.298 8.070 0.244 0.3315
H 1.032 7.630 -1.930 0.2753
H -2.770 4.245 -1.725 0.1889
H 0.103 2.519 -1.788 -0.3300
H 4.202 6.847 2.055 0.3834
```